[1]
ORCA calculation (wB97M-V/def2-TZVPD) on C17H24MgN5OS3 as an isolated structure at a distorted geometry.

Values from the calculation:
- Expectation value of S²: 0.777
- E_HOMO (alpha / beta): -5.92 / -5.92 eV
- Spin multiplicity: 2
- F_max: 1.6 eV Å⁻¹

Geometry as XYZ:
```
51
Properties=species:S:1:pos:R:3:forces:R:3:mulliken_charge:R:1
S 2.33025 -1.07441 -1.19104 0.03 0.05 0.27 -0.38
H -5.00191 1.27836 -1.47793 0.04 0.05 0.02 0.46
H -2.39857 2.07727 1.38795 -0.09 0.01 0.06 0.10
N 3.17428 -3.08406 0.26115 -0.29 -0.07 0.02 -0.49
N -2.06527 -0.01056 -0.47632 -0.81 -0.65 -0.15 0.62
C 2.07220 2.79868 -1.50478 -0.14 -0.12 0.13 -1.09
H 1.98644 -0.75773 -3.93170 0.01 -0.02 0.03 0.35
C -1.67692 -0.91226 -3.92635 0.23 0.00 0.30 -1.12
Mg -0.11962 0.60302 -0.40045 0.74 0.55 0.60 0.33
C 0.97518 3.32366 -0.63055 -0.10 0.47 0.13 0.56
S 1.57576 -0.44681 1.95589 -0.33 -0.28 0.21 -0.28
C -0.66052 3.26173 0.85675 0.09 0.33 0.02 0.44
O -0.16138 0.51647 -2.36796 0.13 0.18 -0.24 -0.75
H -1.72457 0.00669 -4.50838 0.03 -0.01 -0.01 0.35
C -3.75194 -1.71588 -0.53007 0.41 -0.21 0.18 -1.22
C -2.97101 0.85588 -0.91911 0.11 0.16 0.01 -0.48
C -4.67893 -0.79570 -0.94510 -0.04 0.34 -0.10 -0.54
C -4.29421 0.53326 -1.14682 -0.19 -0.31 0.03 -1.04
H -2.60130 1.86421 -1.08743 -0.02 -0.01 0.02 0.58
H -2.78273 -3.77269 0.88765 0.00 -0.03 -0.02 0.58
H -5.70430 -1.09785 -1.11399 0.01 -0.03 -0.04 0.43
H -2.51978 -0.96136 -3.23747 0.01 -0.01 -0.01 0.18
H -1.66830 -1.79046 -4.57081 0.00 -0.01 0.02 0.50
C -0.35421 4.59491 0.65406 -0.28 -0.20 0.17 -0.95
H -1.76324 -4.25164 -0.47580 0.00 -0.06 0.02 0.26
H -1.05868 1.97674 2.51918 -0.06 0.02 0.05 0.18
H -1.09026 -4.11903 1.15508 -0.02 -0.04 -0.02 0.40
S -0.15969 -0.88647 -2.92154 -0.46 -0.38 -1.48 0.68
H -2.05939 3.44278 2.45801 -0.02 -0.01 0.01 0.37
N 0.88005 -2.81977 0.27029 -0.37 -0.06 0.56 -0.40
C -2.41530 -1.31114 -0.25696 -0.69 0.57 -0.14 0.91
C 0.97475 -0.78533 -4.32569 -0.08 -0.04 0.28 -1.18
H 1.68701 2.13474 -2.28372 0.05 0.05 -0.08 0.13
C -1.45907 -2.22888 0.22170 0.54 -0.44 0.23 0.39
C 2.11041 -2.33038 -0.08814 0.15 0.09 -0.68 0.46
N -0.15906 -1.83054 0.57818 0.49 -1.17 -0.89 0.60
H 2.78758 2.22107 -0.90960 0.06 0.02 -0.07 0.17
C -1.60014 2.65854 1.85765 0.16 -0.05 -0.18 -0.91
C -1.78913 -3.67381 0.45166 -0.03 0.18 -0.15 -1.90
H -4.03514 -2.75089 -0.40794 -0.03 0.04 0.03 0.35
H 4.07068 -2.67892 0.05777 0.05 -0.05 -0.03 0.21
H 1.19101 5.51497 -0.67249 0.03 -0.03 -0.01 0.44
N 0.14371 2.47966 0.06389 0.10 0.40 -0.08 0.71
H 2.60697 3.61948 -1.98060 0.00 0.00 -0.02 0.36
H 0.93738 -3.52332 0.99906 0.03 0.11 0.11 0.29
C 0.08899 -0.72683 1.30320 0.36 0.82 0.94 -0.20
H 0.74873 0.13807 -4.85669 -0.05 -0.01 0.00 0.35
H -0.82158 5.43924 1.13989 0.01 -0.04 0.05 0.43
C 0.69210 4.63446 -0.29455 0.21 -0.18 -0.25 -0.88
H 0.84394 -1.65598 -4.96659 -0.02 -0.02 0.04 0.45
H 3.11912 -3.72283 1.03666 0.02 0.07 0.09 0.21
```
Positions in Å, forces in eV/Å.

[2]
ORCA calculation (wB97M-V/def2-TZVPD) on C17H24N2O3S as an isolated structure.

Values from the calculation:
- E_HOMO: -8.64 eV
- F_max: 0.5 eV Å⁻¹

Geometry as XYZ:
```
47
Properties=species:S:1:pos:R:3:forces:R:3:mulliken_charge:R:1
H -1.16527 0.69064 1.58462 0.10 0.06 0.01 0.23
C 2.33848 -0.53082 -0.66402 0.19 0.26 -0.11 0.75
H -2.19903 0.91134 -2.45534 -0.03 0.11 0.02 0.36
H -3.97192 -0.42601 1.14383 -0.03 0.17 -0.17 0.29
O 1.73382 2.97733 -1.63900 0.05 -0.15 0.24 -0.44
H -3.20542 -0.86107 3.45917 -0.09 -0.01 0.06 0.45
H -2.50292 1.52172 0.77264 0.08 0.10 -0.05 0.29
H -3.23063 -0.50313 -2.40907 -0.13 -0.05 0.06 0.45
C 1.16812 -2.59126 -0.07547 -0.22 0.08 -0.29 -0.73
C -2.90292 -0.56254 1.31718 0.12 -0.07 0.43 0.90
H -3.25684 -2.35922 2.50535 -0.09 -0.03 0.03 0.38
H -0.89723 0.13574 -0.55814 -0.06 -0.02 0.04 -1.19
C 1.67829 4.07115 0.51208 0.10 0.01 -0.30 -0.91
N 4.23824 -0.05238 0.80732 0.10 0.13 -0.05 -0.60
C -2.28512 -1.36741 0.15279 -0.15 0.29 -0.07 -1.41
H 2.84707 0.39981 -2.51530 -0.01 0.03 -0.08 0.28
H 2.75859 4.03025 0.40680 0.05 0.02 0.03 0.35
H -3.37792 0.71785 -1.14341 -0.04 0.10 0.02 0.41
C 1.98125 -2.86502 0.96578 0.09 -0.20 0.26 -1.02
H -1.56770 -2.07392 0.57476 0.12 0.00 -0.01 0.22
H 1.83806 -3.75238 1.56315 0.04 -0.04 0.08 0.44
N 3.93995 -2.05670 2.22423 0.10 -0.01 0.09 -0.72
C -0.83456 -1.51451 -1.90149 -0.15 0.25 0.04 -1.35
S 4.89212 -0.77836 2.07181 0.12 -0.03 0.19 0.14
H -3.07510 -1.95789 -0.32041 0.00 -0.22 0.10 0.30
H 1.35734 5.03489 0.89087 -0.07 0.02 0.11 0.35
C 3.03651 -1.96608 1.24846 -0.03 0.19 -0.22 0.49
C 1.31569 1.59807 -1.56142 0.04 0.02 -0.15 0.11
C -1.61970 -0.56721 -0.97383 -0.31 -0.29 -0.08 3.12
H 0.71994 1.45058 -0.65747 -0.02 0.07 0.03 0.12
H 3.35998 1.27128 -1.08134 0.06 0.00 0.01 0.43
H -1.72066 -1.56949 2.81194 0.04 0.03 0.10 0.36
C 1.33948 -1.42343 -0.89082 -0.20 -0.17 0.09 0.74
H 0.69032 1.37842 -2.42247 -0.10 0.01 0.00 0.13
C -2.67190 0.19487 -1.78288 0.26 -0.04 -0.09 -1.82
C -2.25015 0.80339 1.54877 0.00 -0.29 -0.06 -1.50
C 1.01204 3.79968 -0.81123 -0.29 0.22 -0.10 0.78
H -0.98192 -2.55182 -1.60316 0.08 -0.12 0.01 0.32
O 0.54936 -1.18002 -1.97366 0.02 -0.21 -0.17 -0.46
H -1.19256 -1.42843 -2.92484 0.08 0.04 -0.08 0.42
C 3.20684 -0.80813 0.42170 0.04 -0.16 0.23 0.77
H 0.37664 -3.28665 -0.30215 -0.09 -0.03 -0.09 0.45
O -0.05446 4.24418 -1.13124 0.22 -0.16 0.06 -0.55
H 1.37599 3.28649 1.20663 -0.02 -0.02 0.07 0.21
H -2.55705 1.20843 2.51123 -0.11 0.09 0.01 0.51
C -2.77798 -1.38502 2.60688 0.14 -0.07 -0.30 -1.68
C 2.54487 0.69282 -1.50983 -0.01 0.10 0.05 -1.20
```
Positions in Å, forces in eV/Å.

[3]
ORCA calculation (wB97M-V/def2-TZVPD) on C17H24N2O3S as an isolated structure at a distorted geometry.

Values from the calculation:
- E_HOMO: -8.68 eV
- F_max: 12.9 eV Å⁻¹

Geometry as XYZ:
```
47
Properties=species:S:1:pos:R:3:forces:R:3:mulliken_charge:R:1
C 1.61557 -1.27021 3.26390 -7.53 5.47 -4.15 -0.84
H 0.63797 2.67936 -3.31040 -0.47 -1.26 0.95 0.24
H -1.47423 -0.20685 -4.02495 4.54 -0.38 2.32 0.34
C -0.12617 -2.02630 -0.07011 6.26 -3.45 6.02 -0.40
H -0.17277 -1.56712 4.72822 0.43 -0.50 0.36 0.42
H 1.95049 1.18048 -0.87458 -1.31 1.29 0.90 0.06
H -3.47756 1.24075 0.90731 0.91 -0.29 0.49 0.39
H -3.75884 1.47471 3.39560 0.67 -1.42 0.31 0.31
H 1.29788 -1.29268 -4.12710 -0.77 3.48 0.84 0.25
O -2.44151 -2.16295 -2.90863 -0.49 1.01 -0.69 -0.70
H 0.56151 -2.93762 -0.31377 -1.20 2.02 0.38 0.21
C -3.21424 0.55886 3.04803 5.55 2.22 -2.77 -0.71
H 0.76861 -2.91656 2.89770 -2.87 -5.59 3.73 0.64
C -2.56231 0.98957 1.54131 -7.04 5.42 2.29 -1.06
H 2.76925 0.18028 -2.68611 -2.90 1.21 0.48 0.37
C -1.02358 -1.59732 -0.85650 -1.97 2.80 -1.70 0.17
C -1.79793 0.23464 3.82200 -4.06 1.83 -0.54 0.18
H -2.07450 1.99679 1.55991 0.06 -0.78 0.66 0.25
C 0.79016 -2.21120 2.25522 12.52 1.81 -1.10 -1.63
H 1.89429 -2.58644 1.81999 -2.92 0.33 -0.52 0.25
C 2.65388 2.95378 -2.82221 -4.53 7.81 7.11 -1.34
H 2.95869 2.36958 -3.48027 2.84 -5.34 -5.70 0.54
H 0.73250 0.56548 -4.39980 0.26 1.73 -2.45 0.50
H 0.75055 3.40471 -1.88456 -1.63 3.75 2.97 0.66
H -2.38332 0.08251 -0.94390 0.23 -0.37 -0.90 0.27
H 2.67562 4.06350 -3.22322 -0.22 -2.18 0.58 0.32
C 0.25351 -0.81681 4.08206 4.45 2.72 0.77 -0.69
O -1.87576 0.69148 4.94986 2.43 -1.34 -0.36 -0.57
O 0.03202 -2.80723 -2.73477 -3.03 1.62 -0.13 -0.71
C 1.12642 1.34628 -1.60525 3.39 -0.52 1.35 0.40
H 2.02988 -0.31621 2.69386 -0.62 -2.06 1.43 0.22
C -0.87501 -0.77010 1.89778 -6.40 6.10 -4.00 0.53
N -0.73499 -0.46864 3.11979 -4.14 4.68 9.48 0.03
H 2.13002 -1.59945 4.00340 4.20 -2.82 3.99 0.69
H -3.68546 -0.35836 2.97182 -1.61 -1.49 -0.35 0.45
C 1.08814 2.57283 -2.28209 5.31 1.93 -6.93 -1.09
C 0.05751 -1.42903 1.41840 1.35 -7.34 -10.56 1.39
C 0.81511 -0.18082 -3.70894 4.47 -3.60 0.64 -0.89
C -1.85599 0.01622 0.97717 7.64 -9.40 -3.59 0.29
H 1.58988 -0.95501 -1.91534 -0.30 3.99 -0.49 0.23
C -1.67499 -0.50849 -0.36229 -5.54 5.55 3.93 -1.05
C 1.56564 0.31319 -2.44131 5.16 -10.05 -3.27 -0.49
H 0.18433 1.15364 -1.40516 -4.52 -1.44 2.55 0.11
H 0.57067 0.15363 4.78495 -1.31 -2.42 -1.84 0.29
H 3.26090 3.01156 -1.89691 0.09 -0.40 -0.68 0.29
N -0.44362 -0.42214 -3.31406 -12.29 -0.95 -0.36 -0.34
S -1.10820 -1.82631 -2.54600 6.91 -3.40 -1.49 1.24
```
Positions in Å, forces in eV/Å.

[4]
ORCA calculation (wB97M-V/def2-TZVPD) on C17H24N4O3 in the gas phase at a distorted geometry.

Values from the calculation:
- E_HOMO: -9.55 eV
- SMILES: O=C(CCc1nnc(CCC2CCCCC2)o1)NCc1ccon1
- F_max: 1.4 eV Å⁻¹

Geometry as XYZ:
```
48
Properties=species:S:1:pos:R:3:forces:R:3:mulliken_charge:R:1
C 2.61481 -1.06060 0.99518 -0.33 0.06 -0.07 -0.43
H 2.26819 -0.11715 1.42961 0.07 -0.18 -0.04 0.25
H 6.71825 -1.77864 3.14469 0.19 -0.03 0.05 0.45
C -3.25270 -1.52839 -0.44286 -0.05 0.22 0.10 -0.98
O -1.29156 -1.42944 -1.92649 -0.03 0.21 -0.16 -0.25
C -3.21540 -0.52281 0.71910 0.19 0.12 -0.18 -1.37
H -3.73732 -1.09012 -1.31522 -0.06 -0.08 0.01 0.32
H -1.29594 0.35417 0.27733 0.02 -0.01 -0.01 -0.52
C -1.34997 2.76532 1.50823 -0.27 0.15 0.12 -0.39
C 0.97591 -1.63427 -2.88537 -0.21 0.24 0.03 -0.86
H -3.29372 1.93904 1.93474 -0.10 -0.01 0.05 0.35
H -2.16716 3.30403 -1.79579 0.05 -0.01 -0.04 0.37
C -2.77560 1.52881 -0.72877 0.39 -0.11 -0.05 -0.87
C 4.02343 -1.33407 1.38601 0.67 -0.10 0.17 0.51
C 1.53229 -0.24116 -2.53486 -0.09 0.11 0.07 -0.85
N 2.48064 -0.96141 -0.43633 0.40 -0.14 0.24 0.01
O 1.01559 0.74627 -0.40056 -0.30 0.30 0.21 -0.61
H 4.08609 -1.08577 3.61235 -0.06 0.05 0.26 0.37
H -1.94841 0.98926 2.57407 -0.07 -0.04 0.06 0.41
C 1.64719 -0.08554 -1.02155 0.36 -0.08 -0.54 0.30
H 0.55057 -1.62352 -3.89001 0.12 -0.06 -0.01 0.42
H -0.34301 2.39378 1.31086 0.10 0.00 0.05 0.13
C -1.88350 -1.94097 -0.82149 0.02 -0.46 0.28 0.85
H -3.79675 1.88217 -0.55836 -0.12 -0.02 -0.01 0.26
C 4.58044 -1.31536 2.69322 0.56 -0.19 -0.19 -0.66
H -4.23704 -0.18938 0.91542 -0.04 0.01 0.08 0.39
H -1.32063 3.38119 2.41017 0.07 -0.01 0.02 0.40
H -2.85256 -1.04570 1.60619 -0.06 -0.01 0.05 0.44
H 0.85034 0.53292 -2.88974 0.10 -0.02 0.09 0.35
H -2.80944 3.99753 0.51041 -0.05 0.08 0.01 0.34
O 6.09435 -1.86116 1.18551 0.65 -0.14 0.37 -0.24
N 0.06751 -2.78480 -0.88228 1.06 0.06 -0.85 -0.32
C 5.88161 -1.65530 2.48663 -0.83 0.22 0.21 -0.35
C -1.84281 2.71976 -0.93104 -0.27 0.16 -0.03 -0.35
H 1.75565 -2.39380 -2.83561 -0.11 -0.03 -0.02 0.42
H 1.97087 -1.86631 1.37854 0.05 0.15 0.00 0.32
H 2.50635 -0.09607 -3.00257 0.01 0.04 -0.03 0.34
C -0.06900 -1.99732 -1.89719 0.24 -0.66 0.15 0.64
H -3.81017 -2.41245 -0.13007 0.02 0.01 -0.13 0.48
H -1.13373 4.43788 0.16236 -0.05 0.07 0.01 0.38
H -0.83465 2.34835 -1.12313 0.05 0.00 -0.08 0.02
N 4.93998 -1.66182 0.51180 -1.02 0.18 -0.66 -0.25
N -1.09568 -2.75052 -0.19547 -1.27 0.16 0.57 -0.65
H 2.98563 -1.64628 -0.97392 -0.06 0.08 -0.13 0.34
H -2.77459 0.92150 -1.63583 -0.10 -0.03 -0.05 0.36
C -2.28437 1.57825 1.71749 0.37 -0.09 -0.12 -1.30
C -2.31867 0.69443 0.46870 -0.49 -0.07 0.19 1.93
C -1.81133 3.59548 0.31592 0.29 -0.09 -0.06 -0.89
```
Positions in Å, forces in eV/Å.

[5]
ORCA calculation (wB97M-V/def2-TZVPD) on C17H24N4O3S in the gas phase at a distorted geometry.

Values from the calculation:
- E_HOMO: -8.40 eV
- SMILES: CCOC(=O)N1CCc2c(sc(NC(=O)CN(CC)CC)c2C#N)C1
- F_max: 3.1 eV Å⁻¹

Geometry as XYZ:
```
49
Properties=species:S:1:pos:R:3:forces:R:3:mulliken_charge:R:1
H 0.54827 2.60802 -0.55312 0.07 0.14 0.28 0.01
C 0.31093 5.42558 -1.61629 1.75 -0.15 0.16 -0.97
C -0.95985 -1.41528 0.89727 0.70 0.94 1.09 0.61
C -0.62357 -4.24572 3.02889 -0.55 -1.26 -2.83 0.54
H 3.01413 4.00312 -0.06527 -0.08 0.53 -0.78 0.21
H 2.78464 4.74857 -3.10587 -0.32 -0.11 0.63 0.37
C 3.23905 4.62097 -0.97357 0.63 -0.64 0.66 -1.23
H 1.37515 6.65211 -3.02817 0.12 0.12 0.04 0.25
H -2.66040 -2.75678 1.12212 0.20 0.02 0.03 0.28
H 3.09650 5.67453 -0.72623 -0.08 -0.08 -0.06 0.30
H 1.86085 -5.38940 2.26020 -0.20 -0.10 0.02 0.32
H -2.17978 -1.39665 3.63169 -0.42 -0.34 -0.23 0.40
C -1.22597 -1.92270 3.62771 0.04 0.51 0.22 -1.00
H 2.92364 -4.72494 3.47824 0.51 0.30 0.09 0.29
O 0.20274 -4.20989 4.11606 -0.41 -0.12 -0.56 -0.36
C -0.18395 -0.89305 3.25115 1.60 0.06 0.00 -0.36
H 0.81764 -1.34699 3.47001 -0.57 0.51 -0.12 0.25
C -0.28046 -0.57901 1.78983 -1.15 -0.58 -1.96 0.24
H 1.45610 -5.33331 5.32937 -0.31 0.43 -0.40 0.32
H -0.74734 3.73636 -3.16307 -0.01 0.29 0.05 0.42
H 0.45762 -6.32880 4.27632 -0.06 0.81 -0.15 0.31
C 0.92803 1.64221 1.78263 1.43 1.94 0.48 0.08
H -0.21806 6.13785 -3.53589 -0.27 0.11 -0.45 0.29
H 4.31689 4.46856 -1.16393 -0.39 0.19 0.03 0.40
S -1.07171 -0.76529 -0.71155 0.89 1.41 0.62 -0.22
H 0.77236 5.82441 -0.70418 -0.11 -0.18 -0.05 0.40
C 2.46737 4.16581 -2.19634 -0.70 0.93 -0.50 -0.57
H 2.66977 -6.49021 3.38721 -0.09 0.38 0.04 0.36
H -0.25087 0.05167 3.81434 -0.09 -0.42 0.07 0.45
C 0.17442 0.65350 1.12073 -0.91 -2.09 1.09 -0.60
N 0.13535 1.79426 -0.99061 -0.27 0.12 -0.28 0.08
N -1.20559 -3.01644 2.64197 0.97 -1.78 2.24 0.26
O -0.39509 1.07796 -3.07939 -0.32 -0.31 0.10 -0.64
C 0.23207 3.33353 -2.91250 1.94 0.92 -0.12 -0.83
C -1.56633 -2.77630 1.24562 -0.12 1.48 0.70 -0.92
H -1.06208 -2.25660 4.68215 -0.10 -0.21 -1.17 0.36
O -0.80390 -5.26067 2.32114 0.68 2.08 1.85 -0.66
H -0.70427 5.18552 -1.38341 -0.68 -0.29 0.27 0.46
C -0.03118 1.97336 -2.34576 -0.18 -1.61 -0.15 0.51
H 0.80804 3.24403 -3.87744 -0.77 -0.31 0.75 0.30
C 2.20336 -5.49802 3.28657 -0.84 -0.12 0.46 -1.07
N 1.59066 2.49616 2.22650 -1.16 -1.42 -0.60 -0.60
H 2.74992 3.15679 -2.44779 -0.02 -0.58 0.09 0.47
C -0.20112 0.69988 -0.18427 0.05 0.03 -1.44 0.63
C 1.04440 -5.38755 4.30873 0.16 -1.03 -0.34 -0.28
H -1.18283 -3.52056 0.56885 0.28 -0.56 0.20 0.47
H -0.05892 7.41485 -2.29768 0.08 -0.18 -0.32 0.39
N 1.00516 4.17942 -1.98497 -0.79 -0.37 0.18 0.35
C 0.35790 6.47484 -2.68833 -0.12 0.57 0.08 -1.05
```
Positions in Å, forces in eV/Å.